Record 1
The following is a quantum chemistry calculation of C34H82N5NaO7 as an isolated structure in a non-equilibrium geometry, from the OMol25 dataset.

Output
* total charge: 0

Last column: Mulliken charge in e.
CARTESIAN COORDINATES (ANGSTROEM)
H 2.09 -5.92 10.26  0.24
C 4.01 6.33 1.76  -1.14
H -8.52 6.56 -4.66  0.34
O 5.50 4.65 -1.27  -0.49
H 6.86 -9.36 -7.05  0.33
H 4.94 6.37 2.32  0.40
C 3.11 6.29 -0.50  -1.80
C -0.98 -4.18 1.21  -0.27
H -7.62 -0.61 9.14  0.23
C -6.80 3.90 -0.71  -1.86
C -5.10 4.51 -2.27  -1.39
C -4.56 5.18 -3.56  -0.79
C 0.61 -4.38 10.80  -0.62
H -4.74 3.48 -2.31  0.51
H 0.77 -1.71 11.22  0.31
H -0.39 -5.84 -4.99  0.30
H 0.54 -5.40 -6.72  0.37
N 5.86 -5.51 -4.41  -0.64
H 3.22 1.90 0.02  0.46
H -6.56 8.96 -3.57  0.34
H 7.28 -5.02 -5.77  0.29
H 1.68 -2.19 -6.62  0.30
H -6.75 3.24 -4.06  0.36
H 0.27 -3.55 -5.34  0.45
H -0.88 -4.36 0.14  0.15
H -7.53 3.11 -0.51  0.36
H -7.02 -2.29 10.84  0.31
H 6.53 2.97 1.60  0.38
H -7.39 5.31 -4.91  0.34
H 3.24 -4.02 9.65  0.38
H 5.85 -4.55 -4.13  0.25
H 5.71 -6.07 -3.58  0.24
O 7.93 -7.54 -6.54  -0.33
H 5.87 7.35 -1.01  0.37
H 2.59 3.56 -0.32  0.30
C -7.20 3.37 -3.07  -2.07
H 2.28 4.94 1.93  0.36
O -6.10 -1.24 7.92  -0.56
N -7.24 5.79 -2.29  0.16
H 9.21 -5.85 -4.51  0.33
C 4.02 3.80 2.15  -1.17
H -6.79 4.77 -0.05  0.42
H -5.91 3.32 -0.48  0.43
C -1.23 -5.24 -7.98  -1.33
C 6.90 -7.12 -5.63  -0.80
N 0.56 -5.97 8.91  -0.69
N 5.09 4.84 0.05  0.25
H 3.25 3.08 2.44  0.30
H 1.40 -2.16 12.94  0.25
C 8.27 -5.76 -3.95  -1.39
H 8.28 -6.63 -3.29  0.30
H -8.26 3.52 -3.25  0.41
H 5.40 1.66 1.15  0.39
H -2.97 -3.25 0.73  0.24
H -5.60 -1.23 10.54  0.35
H -1.80 -5.49 -5.30  0.31
C 3.48 2.95 -0.13  -1.78
C -7.10 -1.52 8.86  -0.22
C 5.78 2.64 0.88  -1.84
H 8.61 -9.24 -7.50  0.27
H -5.75 -2.83 9.70  0.26
C -6.63 4.39 -2.13  2.02
C 1.49 -5.20 9.71  0.47
C -7.44 6.39 -4.74  -1.70
H 0.55 -5.39 8.08  0.29
C -6.28 -1.97 10.11  -0.98
C -0.51 -3.73 -6.08  -0.82
H 2.94 -4.99 8.15  0.42
H -6.47 8.17 -1.93  0.53
H -0.62 -4.69 -8.69  0.30
C 4.39 6.13 0.29  1.48
H 0.10 -5.14 11.39  0.24
H 3.36 7.19 1.89  0.42
H -4.57 5.00 -1.45  0.43
O -0.31 -2.76 -7.10  -0.39
H -8.75 6.15 -1.39  0.37
C -5.15 6.60 -3.70  -1.03
H 6.46 4.66 -1.29  0.35
C 3.26 5.11 2.37  -0.82
H -7.08 2.36 -2.70  0.50
Na -5.15 -5.22 4.87  0.79
H -7.10 7.04 -5.54  0.46
H 1.05 -6.81 8.63  0.30
H 6.28 7.24 0.62  0.44
H -4.75 7.28 -2.95  0.40
H -2.27 -3.05 2.36  0.15
H 5.95 -7.12 -6.16  0.42
H 6.74 -7.95 -4.94  0.38
H 3.76 2.72 -1.16  0.42
C 0.80 -2.40 12.07  -0.73
H -5.42 -0.61 8.17  0.32
H 1.46 -3.59 -7.66  0.31
H 2.25 5.79 -0.05  0.33
C 4.64 3.59 0.68  1.73
H -0.02 -3.80 1.56  0.19
O -8.60 5.82 -2.28  -0.49
C -6.92 8.16 -2.92  -1.90
H -1.42 -6.29 -8.24  0.41
H -1.61 -2.21 0.81  0.30
H -7.96 8.37 -2.67  0.36
H -7.88 -2.18 8.47  0.29
H -2.23 -4.82 -7.85  0.28
H 4.94 8.23 0.20  0.39
H -4.81 4.66 -4.48  0.34
C 5.41 7.27 -0.03  -1.80
H 6.19 2.51 -0.12  0.46
N -1.08 -6.06 -5.70  -0.77
C 7.84 -8.94 -6.80  -0.82
C -2.05 -3.09 1.29  -0.76
H 8.27 -4.86 -3.33  0.40
H 8.00 -9.47 -5.86  0.35
H -4.87 6.90 -4.71  0.38
C -6.69 6.70 -3.44  1.38
H 3.15 5.35 3.43  0.40
H -0.10 -3.71 10.32  0.38
C -0.51 -5.13 -6.62  0.33
H 3.35 5.82 -1.45  0.40
H -1.43 -3.44 -5.57  0.42
H 2.72 7.31 -0.56  0.41
O -1.27 -5.33 1.86  -0.80
C 7.15 -5.79 -5.00  0.42
H -3.48 5.28 -3.52  0.38
C 2.50 -4.40 8.95  -1.59
O 1.45 -3.59 11.57  -0.32
H -0.25 -2.57 12.32  0.31
C 1.07 -2.60 -7.43  -0.73
H 2.19 -3.48 8.45  0.36
H 4.64 3.84 3.05  0.42
H 1.14 -2.03 -8.36  0.26

=====

Record 2
The following is a quantum chemistry calculation of a single C3H4OS molecule in a non-equilibrium geometry, from the OMol25 dataset.

Output
* SMILES: C#CCSO
* total charge: 0

Last column: Mulliken charge in e.
CARTESIAN COORDINATES (ANGSTROEM)
C -0.86 -0.73 -0.25  -0.60
C 0.49 1.37 -0.29  -0.51
H -1.82 0.31 -1.03  0.57
H 0.46 2.22 0.41  0.32
S -0.91 2.18 -1.55  0.07
H -1.17 -1.74 -0.11  0.38
O -1.96 1.08 -1.42  -0.49
H 1.46 1.21 -0.74  0.29
C 0.05 0.01 0.06  -0.03

=====

Energy relative to the best compared isomer or geometry (same formula, charge and spin) (computed, eV): 1.300; 4.715